Entry from OMol25: a 3-piece molecular cluster, C3H13NO3 overall at a distorted geometry (wB97M-V/def2-TZVPD).

As for the gap between HOMO and LUMO: 0.3428 hartree. The calculation puts the LUMO energy at 0.58 eV. Its SMILES is CCNCO.O.O. The energy relative to the best compared isomer or geometry (same formula, charge and spin) comes out at 73.2 kcal per mole.

Each line ends with the natural charge from an NBO analysis.
CARTESIAN COORDINATES (ANGSTROEM)
C 0.586 1.693 1.425  -0.63
C -0.292 0.483 1.578  -0.23
N -1.522 0.648 0.685  -0.66
C -2.331 -0.560 0.745  0.07
O -1.597 -1.431 -0.135  -0.77
H 1.437 1.386 0.870  0.19
H 1.072 2.032 2.412  0.22
H 0.000 2.701 1.213  0.23
H 0.307 -0.364 1.227  0.19
H -0.687 0.464 2.583  0.20
H -1.514 1.073 -0.182  0.37
H -3.425 -0.662 0.421  0.18
H -2.046 -0.990 1.696  0.17
H -2.158 -1.806 -0.850  0.47
O 3.071 -0.464 -0.956  -0.91
H 3.289 -0.023 -1.795  0.47
H 2.631 0.175 -0.564  0.44
O 1.224 -0.375 -2.632  -0.95
H 1.376 0.621 -2.718  0.47
H 1.015 -0.679 -1.819  0.48

***

Entry from OMol25: a 4-piece molecular cluster, C3H13NO4 overall at a distorted geometry (wB97M-V/def2-TZVPD).

As for the gap between HOMO and LUMO: 0.3875 hartree. The calculation puts the LUMO energy at 0.51 eV. Its SMILES is CN(C)C=O.O.O.O. The energy relative to the best compared isomer or geometry (same formula, charge and spin) comes out at 24.0 kcal per mole.

Each line ends with the natural charge from an NBO analysis.
CARTESIAN COORDINATES (ANGSTROEM)
C 1.755 -1.112 0.304  -0.41
N 0.465 -0.697 0.796  -0.41
C -0.595 -1.698 0.702  -0.41
C 0.303 0.393 1.542  0.54
O 1.218 1.116 1.932  -0.67
H 2.383 -0.275 0.026  0.23
H 2.262 -1.717 1.053  0.20
H 1.607 -1.694 -0.596  0.21
H -1.518 -1.363 1.176  0.21
H -0.753 -1.886 -0.360  0.21
H -0.296 -2.597 1.244  0.21
H -0.715 0.598 1.897  0.13
O -3.212 -0.220 -1.279  -0.94
H -2.749 -0.205 -2.123  0.48
H -2.585 -0.605 -0.660  0.47
O -0.563 1.078 -2.148  -0.98
H 0.048 1.592 -1.600  0.50
H -1.446 1.301 -1.836  0.47
O 1.100 2.826 -0.127  -0.97
H 1.334 2.270 0.624  0.49
H 1.956 2.894 -0.569  0.46

***

Entry from OMol25: a 4-piece molecular cluster, C3H13NO4 overall at a distorted geometry (wB97M-V/def2-TZVPD).

As for the gap between HOMO and LUMO: 0.1280 hartree. The calculation puts the LUMO energy at -4.96 eV. The energy relative to the best compared isomer or geometry (same formula, charge and spin) comes out at 184.9 kcal per mole.

Each line ends with the natural charge from an NBO analysis.
CARTESIAN COORDINATES (ANGSTROEM)
C 2.575 0.985 -1.102  -0.56
C 1.461 0.196 -0.354  0.11
N 1.920 -0.389 0.830  0.05
C 1.845 -1.829 0.830  -0.55
O 0.404 1.124 -0.118  -0.57
H 3.406 0.259 -1.330  0.22
H 2.959 1.761 -0.403  0.24
H 2.201 1.428 -2.022  0.26
H 1.039 -0.546 -1.053  0.23
H 0.808 -2.167 0.527  0.35
H 2.534 -2.312 0.107  0.28
H 2.086 -2.197 1.846  0.24
H -1.776 -0.772 0.528  0.51
H -1.866 -0.905 -0.961  0.50
O -1.442 -1.424 -0.219  -1.04
H -3.503 1.585 -1.221  0.45
H -2.822 0.814 0.078  0.49
O -2.952 0.853 -1.043  -1.08
H -3.090 0.471 1.963  0.46
H 0.145 0.872 0.828  0.51
O -2.367 0.486 1.263  -1.10

***

Entry from OMol25: a 4-piece molecular cluster, C3H13NO4 overall at a distorted geometry (wB97M-V/def2-TZVPD).

As for the gap between HOMO and LUMO: 0.3501 hartree. The calculation puts the LUMO energy at 0.27 eV. Its SMILES is NCCC=O.O.O.O. The energy relative to the best compared isomer or geometry (same formula, charge and spin) comes out at 53.2 kcal per mole.

Each line ends with the natural charge from an NBO analysis.
CARTESIAN COORDINATES (ANGSTROEM)
N 0.296 -0.154 -0.279  -0.89
C 0.678 -0.676 1.063  -0.21
C 2.187 -0.579 1.380  -0.52
C 2.313 0.906 1.740  0.44
O 3.068 1.601 1.114  -0.52
H 0.952 0.305 -0.889  0.39
H -0.231 -0.926 -0.642  0.38
H 0.027 -0.232 1.825  0.18
H 0.372 -1.721 1.052  0.18
H 2.748 -0.720 0.451  0.23
H 2.488 -1.266 2.167  0.23
H 1.696 1.271 2.599  0.11
O -1.742 -0.893 -2.549  -0.95
H -2.473 -1.009 -1.903  0.48
H -1.558 -1.825 -2.730  0.46
O 0.313 3.408 -1.415  -0.94
H 0.784 3.397 -0.568  0.47
H -0.290 2.662 -1.286  0.47
O -3.788 -1.427 -0.664  -0.95
H -3.989 -1.658 0.248  0.49
H -3.853 -0.463 -0.714  0.48

***

Entry from OMol25: a 4-piece molecular cluster, C3H13NO5 overall at a distorted geometry (wB97M-V/def2-TZVPD).

As for the gap between HOMO and LUMO: 0.3868 hartree. The calculation puts the LUMO energy at 0.56 eV. Its SMILES is NCCC(=O)O.O.O.O. The energy relative to the best compared isomer or geometry (same formula, charge and spin) comes out at 13.4 kcal per mole.

Each line ends with the natural charge from an NBO analysis.
CARTESIAN COORDINATES (ANGSTROEM)
N -0.523 -1.784 0.973  -0.88
C -0.672 -0.346 0.637  -0.24
C -0.141 -0.125 -0.795  -0.55
C -0.073 1.347 -1.077  0.83
O -0.981 2.101 -1.387  -0.61
O 1.199 1.797 -0.986  -0.70
H -1.115 -2.368 0.341  0.37
H -0.822 -1.965 1.957  0.38
H -1.762 0.013 0.709  0.22
H -0.115 0.306 1.385  0.23
H -0.856 -0.645 -1.496  0.25
H 0.850 -0.588 -0.920  0.25
H 1.282 2.768 -1.202  0.51
O -3.287 0.771 -1.010  -1.00
H -2.472 1.340 -1.255  0.49
H -4.025 1.387 -1.086  0.47
O 2.396 -1.775 0.572  -0.95
H 1.497 -1.921 0.692  0.50
H 2.841 -2.248 1.203  0.47
O 2.301 0.817 1.268  -1.00
H 2.408 -0.136 0.999  0.48
H 2.070 1.256 0.477  0.47

***

Entry from OMol25: a 4-piece molecular cluster, C3H13O3S overall at a distorted geometry (wB97M-V/def2-TZVPD).

As for the gap between HOMO and LUMO: 0.1904 hartree. The calculation puts the LUMO energy at 2.51 eV. As for the total charge: -1. The energy relative to the best compared isomer or geometry (same formula, charge and spin) comes out at 33.6 kcal per mole.

Each line ends with the natural charge from an NBO analysis.
CARTESIAN COORDINATES (ANGSTROEM)
C -1.658 0.191 0.700  -0.63
C -2.296 -0.604 1.830  -0.42
C -1.382 -0.892 3.033  -0.52
S -0.411 0.428 3.834  -0.71
H -0.928 -0.322 0.070  0.19
H -2.429 0.650 0.082  0.19
H -1.126 0.969 1.251  0.23
H -2.892 -1.498 1.636  0.18
H -3.017 0.120 2.261  0.18
H -1.945 -1.414 3.811  0.18
H -0.667 -1.654 2.659  0.16
H 2.246 0.421 -2.000  0.48
H 3.467 0.713 -2.940  0.46
O 2.647 1.052 -2.605  -0.95
H 1.209 0.402 1.835  0.50
H 1.182 1.723 1.234  0.46
O 1.829 0.985 1.326  -0.98
H 2.500 -0.982 -5.689  0.46
H 1.418 -0.180 -6.365  0.46
O 2.255 -0.107 -5.963  -0.93

***

Entry from OMol25: a 4-piece molecular cluster, C3H13O4 overall at a distorted geometry (wB97M-V/def2-TZVPD).

As for the gap between HOMO and LUMO (alpha / beta): 0.0857 / 0.3106 hartree. The calculation puts the LUMO energy (alpha / beta) at 6.24 / 6.24 eV. The spin multiplicity is 2. As for the total charge: -2. The expectation value of S² is 0.751. The energy relative to the best compared isomer or geometry (same formula, charge and spin) comes out at 0.0 kcal per mole.

Each line ends with the Mulliken spin population.
CARTESIAN COORDINATES (ANGSTROEM)
C -0.022 0.396 1.994  0.99
O 0.534 1.448 1.204  -0.15
C -0.144 -0.878 1.200  -1.14
C -0.819 -1.953 2.073  3.62
H -0.984 0.713 2.413  -0.26
H 0.718 0.327 2.811  -0.17
H 0.809 -1.175 0.756  -0.10
H -0.788 -0.756 0.308  0.05
H -0.689 -2.897 1.521  -0.77
H -1.847 -1.780 2.416  -0.87
H -0.285 -1.952 3.041  -0.36
H 0.515 1.418 0.195  0.00
H -0.683 1.958 -1.547  -0.01
O 0.057 1.371 -1.408  0.04
H -0.289 -1.220 -1.784  0.00
H 0.336 -0.155 -2.739  0.01
O -0.116 -1.007 -2.685  0.10
H 1.741 1.646 -3.705  0.00
H 0.655 2.057 -2.662  0.00
O 1.299 2.440 -3.401  0.01

***

Entry from OMol25: C3H13O5 as an isolated structure at a distorted geometry (wB97M-V/def2-TZVPD).

As for the gap between HOMO and LUMO (alpha / beta): 0.4103 / 0.2618 hartree. The calculation puts the LUMO energy (alpha / beta) at 0.51 / -3.52 eV. The spin multiplicity is 2. The expectation value of S² is 0.755. The energy relative to the best compared isomer or geometry (same formula, charge and spin) comes out at 24.7 kcal per mole.

Each line ends with the Mulliken spin population.
CARTESIAN COORDINATES (ANGSTROEM)
C -1.139 0.593 0.375  0.01
O -1.402 1.059 -0.867  0.78
C -1.081 -1.006 0.413  0.15
C -0.297 -1.397 1.631  0.01
O -1.048 -1.175 2.866  0.00
H -0.125 0.816 0.769  0.03
H -1.894 1.122 0.975  0.01
H -0.609 -1.303 -0.519  0.00
H -2.090 -1.399 0.467  0.00
H -0.040 -2.439 1.789  0.01
H 0.629 -0.823 1.648  0.00
H -0.649 -0.423 3.301  0.00
H 1.654 1.749 -0.792  0.00
H 1.085 3.095 -0.871  0.00
O 1.932 2.680 -0.777  0.00
H 1.363 -0.679 -1.316  0.00
H 1.921 -2.077 -1.765  0.00
O 1.604 -1.592 -0.997  0.00
H -0.423 0.953 -1.691  -0.01
H 1.244 1.211 -2.393  0.00
O 0.625 0.545 -2.069  0.00

***

Entry from OMol25: C3H14Ca2N6O5 as an isolated structure at a distorted geometry (wB97M-V/def2-TZVPD).

As for the gap between HOMO and LUMO (alpha / beta): 0.2371 / 0.1286 hartree. The calculation puts the LUMO energy (alpha / beta) at -11.13 / -14.08 eV. The spin multiplicity is 2. As for the total charge: +3. The expectation value of S² is 0.753.

Each line ends with the Mulliken spin population.
CARTESIAN COORDINATES (ANGSTROEM)
Ca -0.994 -2.188 -2.865  0.00
Ca 0.492 1.055 -3.773  0.00
O 0.457 -0.492 -2.129  0.00
H -0.159 -0.444 -1.373  0.00
O -0.728 -0.710 -4.731  0.00
H 0.016 -0.643 -5.361  0.00
C 0.019 1.676 2.557  0.00
O -0.980 1.548 3.174  0.00
N 1.068 2.201 3.051  0.00
N 0.311 1.285 1.384  0.00
H 1.593 2.604 2.287  0.00
H 1.054 2.670 3.946  0.00
H 1.267 1.390 1.076  0.00
H -0.425 0.866 0.834  0.00
C -2.518 -1.025 -0.065  0.00
O -1.910 -1.704 -0.851  0.00
N -1.996 -0.477 1.009  0.00
N -3.565 -0.458 -0.480  0.00
H -1.076 -0.756 1.318  0.00
H -2.591 -0.037 1.696  0.00
H -4.102 0.084 0.182  0.00
H -3.685 -0.410 -1.482  0.00
C 2.691 -0.945 0.432  -0.01
O 3.659 -1.128 1.153  0.93
N 2.791 -0.036 -0.454  0.05
N 1.526 -1.414 0.364  0.02
H 2.000 -0.017 -1.082  0.01
H 3.719 0.341 -0.585  0.00
H 1.064 -1.791 1.179  0.00
H 0.998 -1.045 -0.414  0.00

***

Entry from OMol25: a 3-piece molecular cluster, C3H14N2O overall at a distorted geometry (wB97M-V/def2-TZVPD).

As for the gap between HOMO and LUMO: 0.4369 hartree. The calculation puts the LUMO energy at -8.62 eV. As for the total charge: +2. The energy relative to the best compared isomer or geometry (same formula, charge and spin) comes out at 53.4 kcal per mole.

Each line ends with the natural charge from an NBO analysis.
CARTESIAN COORDINATES (ANGSTROEM)
C 1.631 0.209 0.307  -0.21
C 0.723 0.568 -0.893  -0.53
C -0.442 -0.305 -0.793  -0.01
N -1.434 0.135 -2.454  -0.83
N 1.049 -0.742 1.393  -0.74
H 1.853 1.050 0.971  0.25
H 2.675 -0.084 0.073  0.27
H 1.311 0.342 -1.783  0.27
H 0.547 1.642 -0.808  0.28
H -0.560 -1.333 -1.162  0.26
H -1.280 0.105 -0.230  0.24
H -2.429 -0.027 -2.610  0.44
H -1.359 1.069 -2.885  0.43
H -1.014 -0.428 -3.207  0.42
H 1.770 -0.931 2.109  0.46
H 0.609 -1.616 1.103  0.43
H 0.256 -0.282 2.054  0.48
H -1.924 0.504 2.558  0.53
H -0.936 0.021 3.611  0.52
O -1.046 0.103 2.646  -0.97

***

Entry from OMol25: a 3-piece molecular cluster, C3H14N2O2 overall at a distorted geometry (wB97M-V/def2-TZVPD).

As for the gap between HOMO and LUMO: 0.3569 hartree. The calculation puts the LUMO energy at 0.59 eV. Its SMILES is NCCCN.O.O. The energy relative to the best compared isomer or geometry (same formula, charge and spin) comes out at 21.1 kcal per mole.

Each line ends with the natural charge from an NBO analysis.
CARTESIAN COORDINATES (ANGSTROEM)
N -0.464 0.667 -0.255  -0.84
C 0.988 0.695 -0.129  -0.22
C 1.587 0.149 1.184  -0.45
C 2.627 -0.946 0.976  -0.21
N 2.101 -2.129 0.283  -0.83
H -0.861 1.353 0.382  0.35
H -0.888 -0.171 0.127  0.37
H 1.408 0.126 -0.962  0.17
H 1.347 1.700 -0.361  0.19
H 0.829 -0.141 1.894  0.20
H 2.012 0.991 1.702  0.21
H 3.435 -0.565 0.367  0.18
H 3.094 -1.220 1.922  0.19
H 2.099 -1.944 -0.693  0.35
H 1.151 -2.296 0.588  0.35
O -3.135 -0.605 0.246  -0.95
H -3.294 -1.549 0.217  0.47
H -3.966 -0.183 0.033  0.48
O -2.468 2.108 -1.960  -0.95
H -2.469 1.162 -2.142  0.47
H -1.526 2.287 -1.921  0.47

***

Entry from OMol25: a 3-piece molecular cluster, C3H14N2O2 overall at a distorted geometry (wB97M-V/def2-TZVPD).

As for the gap between HOMO and LUMO: 0.3768 hartree. The calculation puts the LUMO energy at 0.55 eV. Its SMILES is C[C@H](N)CN.O.O. The energy relative to the best compared isomer or geometry (same formula, charge and spin) comes out at 23.3 kcal per mole.

Each line ends with the natural charge from an NBO analysis.
CARTESIAN COORDINATES (ANGSTROEM)
C -0.861 -1.312 -0.489  -0.65
C -0.393 0.140 -0.396  -0.06
N -0.301 0.692 -1.767  -0.82
C 0.935 0.350 0.305  -0.22
N 0.969 -0.376 1.633  -0.86
H -1.747 -1.519 0.112  0.22
H -0.917 -1.622 -1.522  0.23
H -0.169 -1.972 0.047  0.22
H -1.148 0.740 0.139  0.16
H -0.139 1.698 -1.773  0.35
H -1.251 0.619 -2.126  0.35
H 1.040 1.409 0.551  0.18
H 1.754 -0.017 -0.309  0.20
H -0.016 -0.569 1.847  0.35
H 1.217 0.291 2.350  0.36
O -3.476 1.986 -2.122  -0.95
H -3.473 2.863 -1.784  0.48
H -2.848 1.846 -2.839  0.47
O 3.373 -1.656 2.646  -0.96
H 2.896 -2.131 3.348  0.46
H 2.725 -1.380 2.017  0.49